The molecule C3H3NO3 in a non-equilibrium geometry. Source: the Open Molecules 2025 dataset; level of theory: ωB97M-V/def2-TZVPD.

```
10
Properties=species:S:1:pos:R:3:forces:R:3
C 0.7900 0.4327 0.1924 0.081 0.314 -0.735
C -0.4661 0.9518 0.6585 -1.359 0.404 2.650
C 1.9787 -0.3627 0.0390 0.146 0.646 1.478
N -1.5127 -0.0524 0.0674 1.374 -0.941 -1.043
O 0.8915 -0.9501 -0.4249 0.179 -1.435 -1.083
O 3.1098 -0.5954 0.2619 0.336 -0.198 -0.451
O 0.1697 1.3834 -0.5358 1.227 0.729 -1.483
H -1.9860 -0.6243 0.7588 -0.836 0.894 0.174
H -0.9577 -0.7825 -0.4517 -0.834 0.834 -0.222
H -2.0171 0.5994 -0.5656 -0.313 -1.246 0.715
```
Positions in Å, forces in eV/Å.

For the frontier orbital gap, the calculation gives 8.75 eV. The multiplicity is 1. As for the energy above the lowest of the compared OMol25 structures with the same formula, charge and spin: 571.6 kJ/mol.

Atomic partial charges in e from the natural (NBO) method, atoms 1 to 4:
1. C 0.246
2. C -0.030
3. C 0.775
4. N -0.775

The molecule C3H3NO3 in a non-equilibrium geometry. Source: the Open Molecules 2025 dataset; level of theory: ωB97M-V/def2-TZVPD.

```
10
Properties=species:S:1:pos:R:3:forces:R:3
O -2.2932 -0.5574 0.0215 -2.418 -1.452 -0.212
C -1.1813 -0.2069 -0.0648 1.241 1.614 0.920
N -0.0135 -0.9215 -0.0761 2.576 -2.968 1.680
C 1.0821 -0.0223 0.1033 -1.933 1.551 -0.987
O 2.3609 -0.3714 -0.0415 0.587 -1.189 0.197
C 0.5677 1.2421 0.0904 -0.286 -1.903 -0.520
O -0.8553 1.1119 -0.0211 1.522 0.613 -0.147
H 0.0688 -1.9228 0.3853 -0.779 2.900 -1.456
H 2.4877 -1.3451 -0.0903 -0.274 0.991 0.081
H 1.0279 2.1759 -0.2072 -0.235 -0.156 0.444
```
Positions in Å, forces in eV/Å.

For the frontier orbital gap, the calculation gives 8.75 eV. As for the SMILES: O=c1[nH]c(O)co1. The multiplicity is 1. As for the energy above the lowest of the compared OMol25 structures with the same formula, charge and spin: 138.9 kJ/mol.

Atomic partial charges in e from the natural (NBO) method, atoms 1 to 4:
1. O -0.580
2. C 0.863
3. N -0.655
4. C 0.400

The molecule C3H3NO3S in a non-equilibrium geometry. Source: the Open Molecules 2025 dataset; level of theory: ωB97M-V/def2-TZVPD.

```
11
Properties=species:S:1:pos:R:3:forces:R:3
O 1.2467 -2.6711 -1.0437 -1.942 1.133 1.105
C 0.6763 -1.6472 -0.7518 2.372 2.412 -1.889
O 0.8251 -0.5368 -1.7023 0.252 0.640 2.787
C 0.0492 -1.2914 0.6196 -1.371 1.750 2.316
N -0.1104 -0.0214 1.1423 0.462 -5.862 -2.743
O 0.0832 0.9643 0.1189 -0.754 0.858 2.502
C -0.7391 1.9939 0.5164 -2.280 -0.432 1.583
S -1.2800 3.1109 -0.4587 0.370 0.912 -0.944
H 0.9661 0.4476 -1.2593 -0.972 -4.004 -1.303
H -0.3572 -2.2544 1.2920 1.568 3.046 -1.628
H -1.3598 1.9056 1.5267 2.297 -0.452 -1.785
```
Positions in Å, forces in eV/Å.

For the frontier orbital gap, the calculation gives 8.39 eV. As for the SMILES: O=C(O)/C=N\OC=S. The multiplicity is 1. As for the energy above the lowest of the compared OMol25 structures with the same formula, charge and spin: 500.7 kJ/mol.

Atomic partial charges in e from the natural (NBO) method, atoms 1 to 4:
1. O -0.488
2. C 0.720
3. O -0.740
4. C -0.038

The molecule C3H3NO5S3 in a non-equilibrium geometry. Source: the Open Molecules 2025 dataset; level of theory: ωB97M-V/def2-TZVPD.

```
15
Properties=species:S:1:pos:R:3:forces:R:3
C -0.0064 -0.3458 1.1184 -2.918 1.767 0.552
C -0.9277 0.8454 -0.2945 -1.900 0.570 2.495
C -1.4578 -0.3060 0.6923 2.895 -1.065 -3.609
N 0.2815 0.8842 0.5349 1.855 -0.256 -1.797
O 0.6202 -1.1035 1.7321 2.091 -2.057 1.818
O -2.0201 -1.8795 -1.3305 -0.174 -0.281 -2.498
O 1.2527 -1.5423 -0.9186 -0.656 -1.386 -0.711
O 2.6200 1.7420 0.7096 -0.735 -1.545 -1.758
O 1.6126 1.5874 -1.5593 -0.506 -0.532 -0.828
S -1.9710 -1.9940 0.1128 0.292 0.612 1.424
S 2.4865 -1.0681 -0.2859 0.195 1.232 -0.306
S 1.8093 1.0109 -0.2783 2.006 2.902 4.374
H -0.7015 0.5534 -1.2461 0.251 -1.270 -2.547
H -1.4196 1.8177 -0.3614 -0.249 -0.276 0.430
H -2.1786 -0.2018 1.3745 -2.447 1.587 2.963
```
Positions in Å, forces in eV/Å.

For the frontier orbital gap (spin up / spin down), the calculation gives 8.19 / 7.98 eV. The multiplicity is 3. As for the expectation value of S²: 2.01.

Atomic partial charges in e from the natural (NBO) method, atoms 1 to 4:
1. C 0.699
2. C -0.195
3. C -0.543
4. N -0.639

The molecule C3H3NOS in a non-equilibrium geometry. Source: the Open Molecules 2025 dataset; level of theory: ωB97M-V/def2-TZVPD.

```
9
Properties=species:S:1:pos:R:3:forces:R:3
S -2.3377 -0.5576 -0.0900 -0.331 1.323 0.970
C -0.6205 -0.5909 0.2018 -0.928 -0.322 -1.474
C 0.0533 0.6590 0.0658 1.823 1.226 0.276
C 1.3154 0.1963 0.0225 5.446 -0.056 -2.853
O 1.4672 -1.1273 -0.1464 -3.034 -0.315 2.163
N 0.0725 -1.6911 0.1172 1.645 1.478 -0.555
H -2.2229 0.8045 0.2138 -1.019 -1.367 -0.361
H -0.1955 1.7596 -0.1336 -0.117 -2.170 0.740
H 2.4682 0.5475 -0.2511 -3.486 0.202 1.093
```
Positions in Å, forces in eV/Å.

For the frontier orbital gap, the calculation gives 10.14 eV. As for the SMILES: Sc1ccon1. The multiplicity is 1. As for the energy above the lowest of the compared OMol25 structures with the same formula, charge and spin: 274.2 kJ/mol.

Atomic partial charges in e from the natural (NBO) method, atoms 1 to 4:
1. S 0.086
2. C -0.004
3. C -0.432
4. C 0.192

The molecule C3H3NOS2 in a non-equilibrium geometry. Source: the Open Molecules 2025 dataset; level of theory: ωB97M-V/def2-TZVPD.

```
10
Properties=species:S:1:pos:R:3:forces:R:3
S -2.8823 -1.0055 -0.0396 -0.020 -0.391 0.108
C -1.3710 -0.4390 -0.1332 0.748 1.984 -0.720
C -0.8749 0.9464 -0.0420 0.150 -0.645 0.503
C 0.4649 0.9133 -0.1694 -0.228 0.534 0.248
N 0.8627 -0.3412 -0.5302 0.234 -0.145 0.081
S 2.3258 -1.0188 -0.0205 -0.086 -0.285 -0.450
O -0.2717 -1.1722 -0.4683 0.100 -0.928 0.075
H -1.4774 1.7984 0.1843 -0.237 0.150 0.069
H 1.2461 1.6680 -0.0079 -0.596 -0.358 -0.305
H 1.9778 -1.3492 1.2268 -0.064 0.085 0.391
```
Positions in Å, forces in eV/Å.

For the frontier orbital gap, the calculation gives 8.56 eV. As for the SMILES: S=c1ccn(S)o1. The multiplicity is 1. As for the energy above the lowest of the compared OMol25 structures with the same formula, charge and spin: 275.4 kJ/mol.

Atomic partial charges in e from the natural (NBO) method, atoms 1 to 4:
1. S -0.077
2. C 0.142
3. C -0.351
4. C 0.019

The molecule C3H3NOS2 in a non-equilibrium geometry. Source: the Open Molecules 2025 dataset; level of theory: ωB97M-V/def2-TZVPD.

```
10
Properties=species:S:1:pos:R:3:forces:R:3
S 2.5920 -1.1677 0.0353 -1.299 0.318 0.649
C 1.1489 -0.3709 0.3210 1.090 -1.773 -0.063
C 0.8989 0.9742 -0.1655 -2.371 -1.891 1.237
C -0.4905 1.0782 0.1798 3.401 -0.379 -1.842
N -1.0571 -0.0556 0.7499 0.365 -2.261 -0.219
S -2.2685 -1.1828 -0.0937 1.589 1.400 -1.089
O 0.0452 -0.9758 0.9555 1.646 2.041 -1.239
H 1.8804 1.3239 -0.7000 -2.721 0.519 1.128
H -1.1840 1.8434 0.0621 -0.889 1.399 -0.510
H -1.5653 -1.4667 -1.3442 -0.812 0.629 1.949
```
Positions in Å, forces in eV/Å.

For the frontier orbital gap, the calculation gives 7.53 eV. As for the SMILES: S=c1ccn(S)o1. The multiplicity is 1. As for the energy above the lowest of the compared OMol25 structures with the same formula, charge and spin: 433.6 kJ/mol.

Atomic partial charges in e from the natural (NBO) method, atoms 1 to 4:
1. S -0.112
2. C 0.151
3. C -0.357
4. C 0.029

The molecule C3H3NOS3 in a non-equilibrium geometry. Source: the Open Molecules 2025 dataset; level of theory: ωB97M-V/def2-TZVPD.

```
11
Properties=species:S:1:pos:R:3:forces:R:3
S -2.3170 2.3758 -0.4219 0.408 0.425 -0.014
C -0.8067 2.6958 -0.8670 0.193 0.046 -0.995
O 0.2702 1.8807 -0.8156 0.517 0.441 0.055
N 0.0416 0.6734 -0.2451 0.822 -1.402 -0.021
C 1.0892 -0.0690 -0.2464 0.663 1.530 0.381
C 1.0007 -1.4107 0.3728 -0.769 -0.090 -0.422
S 2.2642 -2.4104 0.4707 0.214 0.104 0.023
S -0.6209 -1.8598 0.8290 0.335 -0.507 0.358
H -0.3744 3.5393 -1.4417 -0.884 0.052 0.586
H 2.0947 0.3412 -0.5466 -1.081 -0.665 0.053
H -1.0929 -0.6263 0.6294 -0.417 0.066 -0.004
```
Positions in Å, forces in eV/Å.

For the frontier orbital gap, the calculation gives 7.81 eV. As for the SMILES: S=CO/N=C/C(=S)S. The multiplicity is 1. As for the energy above the lowest of the compared OMol25 structures with the same formula, charge and spin: 252.6 kJ/mol.

Atomic partial charges in e from the natural (NBO) method, atoms 1 to 4:
1. S 0.011
2. C 0.011
3. O -0.347
4. N -0.120